DFT (wB97M-V/def2-TZVPD) results for 15 unconnected molecules or ions with the total composition C82H209N15O26 at a distorted geometry.

Summary:
* gap between HOMO and LUMO: 8.84 eV
* E: -6026.4985 hartree
* maximum force: 3.252 eV/Å
* energy above the lowest of the compared OMol25 structures with the same formula, charge and spin: 0.000 eV

Geometry as ORCA input:
```
! wB97M-V def2-TZVPD RIJCOSX def2/J DEFGRID3
* xyz 0 1
C -6.53 3.36 -3.05
C -5.14 2.97 -2.60
C -4.88 1.47 -2.66
O -5.74 0.72 -1.91
C -5.35 -0.67 -1.80
N -4.24 3.58 -3.53
H -6.52 4.33 -3.56
H -7.30 3.45 -2.28
H -6.98 2.68 -3.87
H -5.01 3.40 -1.58
H -3.87 1.29 -2.34
H -4.93 1.25 -3.76
H -4.65 -0.79 -0.98
H -4.83 -1.05 -2.71
H -6.32 -1.19 -1.62
H -3.26 3.29 -3.37
H -4.33 4.54 -3.66
C 3.16 6.82 -4.21
C 2.06 6.18 -3.38
C 1.96 4.70 -3.67
O 1.11 4.02 -2.70
C 1.49 2.62 -2.65
N 2.42 6.45 -1.92
H 3.12 6.70 -5.29
H 4.09 6.41 -3.77
H 3.24 7.90 -4.07
H 1.09 6.68 -3.57
H 2.96 4.20 -3.67
H 1.50 4.49 -4.71
H 0.69 2.09 -2.08
H 2.44 2.46 -2.19
H 1.56 2.15 -3.63
H 3.32 6.03 -1.73
H 1.75 5.92 -1.41
C -4.20 -4.21 2.59
C -5.66 -3.80 2.66
C -5.92 -2.98 3.90
O -5.61 -3.73 4.99
C -5.89 -3.11 6.20
N -5.85 -2.88 1.58
H -3.55 -3.32 2.73
H -3.96 -4.59 1.59
H -3.93 -4.97 3.34
H -6.32 -4.71 2.65
H -6.97 -2.71 3.87
H -5.27 -2.10 3.80
H -7.02 -2.86 6.22
H -5.19 -2.26 6.36
H -5.67 -3.88 6.92
H -6.78 -2.48 1.51
H -5.58 -3.25 0.67
C -3.03 0.07 1.61
C -1.48 0.15 1.47
C -0.96 0.42 0.05
O -1.77 -0.27 -0.88
C -1.19 -0.34 -2.17
N -1.03 1.23 2.41
H -3.59 -0.80 1.30
H -3.52 0.92 1.11
H -3.31 0.31 2.60
H -1.01 -0.78 1.80
H 0.05 0.02 -0.02
H -0.94 1.49 -0.23
H -1.73 -1.11 -2.72
H -0.12 -0.63 -2.20
H -1.26 0.65 -2.65
H -1.70 1.26 3.17
H -1.12 2.11 1.93
C -6.48 6.03 -5.19
O -5.34 6.29 -4.32
C -5.37 7.65 -3.93
C -4.25 7.90 -2.95
N -4.63 7.14 -1.76
C -3.97 7.32 -0.51
C -2.76 6.41 -0.34
O -3.32 5.11 -0.31
C -2.31 4.10 -0.22
H -6.45 4.99 -5.39
H -6.28 6.62 -6.10
H -7.42 6.32 -4.70
H -6.29 7.85 -3.36
H -5.35 8.32 -4.79
H -4.10 8.92 -2.63
H -3.29 7.57 -3.38
H -4.76 6.16 -1.99
H -4.55 7.08 0.35
H -3.64 8.34 -0.40
H -2.32 6.61 0.66
H -1.98 6.56 -1.11
H -1.78 4.20 0.78
H -1.47 4.21 -0.97
H -2.75 3.16 -0.50
C 8.95 3.51 1.80
O 7.72 2.95 1.37
C 7.65 1.53 1.55
C 6.39 1.01 0.80
N 5.16 1.42 1.42
C 4.05 1.34 0.47
C 2.87 2.16 0.87
O 3.09 3.55 0.60
C 2.08 4.42 1.13
H 8.78 4.53 2.02
H 9.71 3.50 1.03
H 9.34 3.06 2.66
H 7.55 1.25 2.62
H 8.58 1.05 1.23
H 6.44 -0.08 0.79
H 6.40 1.25 -0.26
H 5.35 2.42 1.58
H 3.77 0.30 0.36
H 4.37 1.71 -0.54
H 2.59 1.96 1.90
H 2.00 1.88 0.22
H 2.48 5.39 1.04
H 1.81 4.22 2.24
H 1.19 4.24 0.54
C 4.31 -6.23 3.68
O 3.55 -6.60 2.53
C 4.38 -7.34 1.70
C 5.27 -6.44 0.91
N 4.63 -5.28 0.29
C 4.42 -4.07 1.05
C 3.86 -2.91 0.15
O 2.49 -3.22 0.00
C 1.79 -2.28 -0.74
H 3.60 -5.54 4.16
H 5.24 -5.79 3.39
H 4.50 -7.05 4.37
H 3.71 -7.89 1.01
H 4.91 -8.14 2.21
H 5.68 -7.04 0.14
H 6.18 -6.12 1.50
H 3.81 -5.56 -0.16
H 5.46 -3.75 1.44
H 3.71 -4.23 1.90
H 4.39 -2.76 -0.79
H 3.96 -2.03 0.82
H 1.86 -1.32 -0.32
H 0.75 -2.58 -0.83
H 2.18 -2.17 -1.78
C 4.89 1.90 -7.95
O 3.83 1.01 -8.27
C 4.14 -0.33 -7.83
C 2.90 -1.15 -7.66
N 2.10 -0.61 -6.55
C 0.87 -1.31 -6.26
C -0.10 -0.43 -5.55
O -0.49 0.67 -6.33
C -1.53 1.44 -5.78
H 5.85 1.42 -8.29
H 4.93 2.05 -6.81
H 4.79 2.80 -8.56
H 4.63 -0.30 -6.87
H 4.75 -0.89 -8.59
H 3.18 -2.16 -7.36
H 2.23 -1.32 -8.51
H 1.85 0.32 -6.93
H 1.11 -2.18 -5.65
H 0.29 -1.66 -7.17
H 0.35 -0.11 -4.59
H -0.91 -1.05 -5.25
H -1.68 2.29 -6.38
H -1.38 1.69 -4.75
H -2.48 0.90 -5.69
C -1.24 -0.07 -9.49
O -0.42 -1.21 -9.32
C -0.77 -2.40 -10.01
C -0.54 -3.61 -9.06
N -1.52 -3.50 -8.01
C -1.14 -4.18 -6.77
C -2.21 -4.58 -5.79
O -2.88 -3.38 -5.33
C -3.75 -3.66 -4.26
H -2.29 -0.23 -9.17
H -1.28 0.12 -10.56
H -0.83 0.79 -8.92
H -0.19 -2.43 -10.94
H -1.87 -2.31 -10.34
H 0.51 -3.65 -8.73
H -0.73 -4.46 -9.77
H -1.73 -2.52 -7.84
H -0.49 -3.55 -6.19
H -0.63 -5.11 -7.01
H -1.73 -5.19 -4.97
H -2.98 -5.28 -6.16
H -4.55 -4.31 -4.64
H -4.21 -2.75 -3.90
H -3.28 -4.19 -3.44
C 2.26 -7.10 -4.03
O 1.11 -7.45 -3.33
C 1.45 -8.16 -2.17
C 0.27 -8.49 -1.23
N -0.24 -7.35 -0.56
C -1.30 -6.59 -1.16
C -1.45 -5.28 -0.41
O -2.62 -4.63 -0.88
C -2.60 -3.25 -0.73
H 3.05 -7.83 -4.11
H 2.73 -6.20 -3.61
H 1.97 -6.85 -5.06
H 2.11 -7.52 -1.52
H 1.92 -9.09 -2.44
H 0.63 -9.22 -0.56
H -0.52 -8.87 -1.87
H -0.45 -7.56 0.39
H -2.25 -7.14 -1.13
H -0.98 -6.39 -2.18
H -0.63 -4.63 -0.58
H -1.52 -5.35 0.61
H -2.53 -2.99 0.34
H -3.44 -2.81 -1.20
H -1.71 -2.96 -1.19
C 2.09 -0.63 2.81
O 1.97 -0.40 4.19
C 2.26 1.01 4.43
C 3.73 1.38 4.54
N 4.41 0.47 5.50
C 5.19 1.14 6.57
C 6.02 0.21 7.40
O 6.89 0.80 8.32
C 6.38 1.27 9.51
H 3.08 -0.46 2.43
H 1.36 -0.05 2.23
H 1.95 -1.67 2.65
H 1.73 1.25 5.37
H 1.81 1.65 3.69
H 3.82 2.45 4.80
H 4.14 1.20 3.49
H 3.72 -0.09 5.89
H 4.51 1.79 7.18
H 5.99 1.76 6.11
H 6.65 -0.52 6.79
H 5.35 -0.33 8.09
H 5.83 0.47 9.95
H 5.65 2.14 9.52
H 7.25 1.53 10.14
C -5.78 3.29 2.91
O -4.62 3.02 3.73
C -5.01 2.18 4.81
C -3.83 1.81 5.61
N -3.14 0.63 5.17
C -1.90 0.35 5.86
C -1.46 -1.00 5.42
O -2.44 -1.94 5.68
C -2.12 -3.27 5.29
H -5.49 3.91 2.03
H -6.51 3.80 3.56
H -6.26 2.35 2.68
H -5.51 1.34 4.43
H -5.72 2.78 5.40
H -4.21 1.62 6.67
H -3.11 2.62 5.59
H -3.69 -0.24 5.34
H -1.99 0.30 6.91
H -1.13 1.07 5.56
H -0.56 -1.23 6.01
H -1.15 -1.00 4.36
H -3.08 -3.78 5.15
H -1.49 -3.81 6.04
H -1.50 -3.33 4.40
C -1.17 6.79 11.21
O -2.39 7.18 10.69
C -2.29 7.76 9.38
C -3.29 7.22 8.42
N -2.94 5.76 8.18
C -1.84 5.53 7.22
C -2.17 5.62 5.74
O -1.08 5.17 4.96
C -1.42 5.00 3.61
H -1.43 6.55 12.23
H -0.52 7.74 11.18
H -0.65 5.93 10.70
H -1.26 7.60 8.99
H -2.36 8.86 9.49
H -3.29 7.79 7.47
H -4.30 7.35 8.88
H -3.74 5.31 7.78
H -1.42 4.56 7.39
H -1.05 6.24 7.47
H -2.43 6.68 5.45
H -3.00 4.94 5.51
H -0.53 4.77 3.05
H -1.92 5.84 3.10
H -2.13 4.16 3.64
C 8.04 4.58 -2.22
O 7.37 3.80 -3.14
C 6.11 4.36 -3.56
C 5.25 3.27 -4.26
N 4.79 2.19 -3.38
C 4.11 1.08 -4.10
C 3.73 -0.06 -3.15
O 4.85 -0.83 -2.63
C 5.37 -1.74 -3.58
H 7.41 4.73 -1.33
H 8.39 5.52 -2.62
H 8.95 4.00 -1.97
H 6.25 5.21 -4.14
H 5.58 4.66 -2.68
H 5.87 2.81 -5.05
H 4.33 3.69 -4.70
H 5.63 1.87 -2.85
H 4.78 0.71 -4.94
H 3.19 1.54 -4.53
H 3.00 -0.74 -3.54
H 3.25 0.35 -2.26
H 5.83 -2.57 -3.05
H 6.05 -1.29 -4.26
H 4.50 -2.15 -4.17
C -5.59 -7.59 0.50
O -4.68 -7.46 1.55
C -3.86 -8.63 1.69
C -2.87 -8.38 2.82
N -2.00 -7.22 2.51
C -0.95 -7.00 3.52
C 0.09 -6.02 3.00
O -0.51 -4.75 2.93
C 0.37 -3.84 2.36
H -5.03 -7.80 -0.39
H -6.08 -6.65 0.31
H -6.34 -8.32 0.77
H -3.39 -8.79 0.70
H -4.51 -9.50 1.93
H -2.13 -9.14 3.03
H -3.44 -8.18 3.75
H -2.47 -6.30 2.32
H -0.44 -7.95 3.73
H -1.33 -6.60 4.45
H 0.33 -6.29 2.02
H 0.98 -6.12 3.63
H 0.68 -4.11 1.35
H 1.39 -3.74 2.87
H -0.06 -2.84 2.34
*
```